1.
A gas-phase ion, CH8N2P (charge +1) at a distorted geometry. Source: OMol25; level of theory: ωB97M-V/def2-TZVPD.

The geometry in XYZ format:
```
12
CH8N2P ωB97M-V/def2-TZVPD
H 2.24245 1.25246 0.18300
N -0.65118 -1.19119 -0.08093
H -1.26901 1.69948 0.64859
N -0.60356 1.24358 -0.01610
H -1.57417 -1.34654 0.28202
H -0.30144 -2.07681 0.30464
H -0.84536 1.40546 -0.93612
H 0.13482 0.25229 1.49979
H -0.45674 -1.44632 -1.06477
H 1.85832 -0.15958 -1.33552
P 1.99078 -0.12374 0.01835
C 0.03304 0.08093 0.45591
```

Summary:
Frontier orbital gap (alpha / beta)   5.426 / 7.383 eV
Energy above the lowest of the compared OMol25 structures with the same formula, charge and spin   2.359 eV
LUMO level (alpha / beta)   -3.638 / -7.314 eV
Total charge   +1
Multiplicity   3


2.
A single C10H15N5O4 molecule at a distorted geometry. Source: OMol25; level of theory: ωB97M-V/def2-TZVPD.

The geometry in XYZ format:
```
34
C10H15N5O4 ωB97M-V/def2-TZVPD
N -4.26303 0.76927 -0.08384
H -2.30346 -2.57700 -0.46286
H -5.13752 1.23349 -0.10693
O 2.12104 3.35738 -0.34002
H -0.53780 1.70405 0.28108
H -3.01023 2.69523 -0.05668
C 0.52418 -0.65617 -0.23673
H 2.82382 0.94570 -1.38318
C -3.15092 1.54877 -0.07776
O 4.51440 -1.06486 0.78694
H 0.94832 0.04770 1.60438
C 1.36096 2.39326 -0.10707
H -1.27689 0.16466 1.66576
H -0.03411 -2.40036 0.54512
N -2.00745 0.80672 -0.33906
H 2.37213 1.44743 1.41481
H -1.04238 -1.65985 -1.54237
C 3.34086 0.80934 -0.47668
C -0.62052 -1.57035 0.40165
N -0.89618 -0.99558 1.75699
H 4.04936 1.63842 -0.17701
H -4.57719 -1.39918 -0.10913
H 2.39089 -1.02639 -1.69540
H 3.09014 -2.62826 -0.88628
C -2.43427 -0.54013 -0.52092
O 0.90496 -0.67643 -1.45308
H -1.64800 -1.70708 2.16348
O -0.06801 2.66043 0.17747
C 3.59096 -0.65338 -0.05062
C 2.07032 1.15991 0.43777
N 3.10504 -1.44104 -0.94095
N 1.25151 -0.03045 0.66451
C -3.81476 -0.60319 -0.32086
C -1.63615 -1.75204 -0.53254
```

Summary:
Frontier orbital gap   9.006 eV
Energy above the lowest of the compared OMol25 structures with the same formula, charge and spin   6.912 eV
Structure (SMILES)   NC(=O)C[C@H](NC(=O)[C@@H](N)Cc1c[nH]cn1)C(=O)O
LUMO level   0.187 eV
Total charge   0